No. 1
78
Properties=species:S:1:pos:R:3:forces:R:3 method="wB97M-V/def2-TZVPD" mol_weight_da=766.645 s2=2.019 relative_energy_ev=2.421 homo_ev="-19.43 / -19.45" gap_ev="5.66 / 6.02" total_charge=+4 multiplicity=3
W -0.779679 -0.021111 0.584815 -0.3 0.7 0.1
C 4.910670 0.253474 2.018830 0.0 0.0 0.0
N 3.508158 -0.121333 2.319901 0.1 0.3 0.0
C 3.217358 -0.334342 3.754880 0.0 0.0 0.0
P 2.409205 -0.490349 1.245740 -0.4 -0.3 0.1
O 1.028266 0.207855 1.496575 0.1 -0.3 -0.1
O 2.872481 0.050805 -0.189933 0.0 0.2 -0.1
P 1.929173 0.636794 -1.355192 -0.3 -0.2 0.3
O 0.451591 0.225909 -0.929770 0.2 -0.2 -0.2
N 2.021017 2.224589 -1.450985 -0.1 0.1 -0.3
C 1.059093 3.216276 -0.949283 0.1 0.0 0.1
C 3.157668 2.824608 -2.199009 0.0 0.0 0.0
N 2.400620 -0.150341 -2.659865 0.1 0.1 -0.2
C 3.692849 -0.850716 -2.842179 0.0 -0.1 0.1
C 1.759492 0.248654 -3.935154 0.0 0.0 0.0
N 2.188423 -2.097363 1.096819 -0.1 0.0 0.0
C 1.286006 -2.610365 0.067663 0.2 0.0 -0.1
C 3.304931 -3.029357 1.407581 0.0 0.0 0.0
H 5.577127 -0.549333 2.332656 0.0 0.0 0.0
H 5.154752 1.160675 2.567867 0.0 0.0 0.0
H 5.042246 0.436447 0.956275 0.0 0.0 0.0
H 3.814492 -1.160978 4.139657 0.0 0.0 0.0
H 2.161906 -0.560859 3.901244 0.0 0.0 0.0
H 3.462805 0.572598 4.304461 0.0 0.0 0.0
H 0.426218 2.793822 -0.174798 0.0 0.0 0.0
H 0.440788 3.593522 -1.763712 0.0 0.0 0.0
H 1.610004 4.046764 -0.511329 0.0 0.0 0.0
H 3.916838 2.079804 -2.430607 0.0 0.0 0.0
H 3.615550 3.589087 -1.574368 0.0 0.0 0.0
H 2.799686 3.279984 -3.121338 0.0 0.0 0.0
H 4.093334 -1.179953 -1.888453 0.0 0.0 0.0
H 4.412209 -0.192905 -3.330545 0.0 0.0 0.0
H 3.527887 -1.720477 -3.475138 0.0 0.0 0.0
H 0.792305 0.718545 -3.752894 0.0 0.0 0.0
H 1.604185 -0.642964 -4.540036 0.0 0.0 0.0
H 2.395671 0.942208 -4.485452 0.0 0.0 0.0
H 0.281359 -2.159920 0.146085 0.1 -0.2 0.0
H 1.171487 -3.688536 0.169920 0.0 0.0 0.2
H 1.650505 -2.417585 -0.946486 0.0 0.0 0.0
H 3.899774 -2.644644 2.230070 0.0 0.0 0.0
H 3.945841 -3.182590 0.538206 0.0 0.0 0.0
H 2.879847 -3.983747 1.710946 0.0 0.0 0.0
C -1.987824 0.189034 4.501627 0.0 0.0 0.0
C -1.151318 -1.059772 4.300770 0.0 0.0 0.0
S -0.721004 -1.623965 2.592041 -0.1 0.0 -0.2
C -1.796595 -3.011090 2.161381 0.0 0.0 0.0
C -3.146331 -2.610486 1.624003 0.0 0.0 0.0
S -3.031128 -1.262062 0.383365 0.1 0.1 -0.1
C -4.148066 -0.021045 1.135434 0.0 0.0 0.1
C -3.485525 0.796031 2.247093 0.0 0.0 -0.1
S -3.676582 0.047118 3.883426 0.0 0.0 0.0
H -1.512318 1.086361 4.104237 0.0 0.0 0.0
H -2.066776 0.342677 5.580294 0.0 0.0 0.0
H -1.647196 -1.937648 4.718191 0.0 0.0 0.0
H -0.175790 -0.962906 4.777819 0.0 0.0 0.0
H -1.898891 -3.639908 3.048373 0.0 0.0 0.0
H -1.220191 -3.580246 1.431193 0.0 0.0 0.0
H -3.791688 -2.235146 2.413918 0.0 0.0 0.0
H -3.628801 -3.448005 1.119017 0.0 0.0 0.0
H -5.002268 -0.588558 1.509406 0.0 0.0 0.0
H -4.500323 0.596843 0.314766 0.0 0.0 0.0
H -3.881475 1.814009 2.247650 0.0 0.0 0.0
H -2.391519 0.938998 2.069284 0.0 0.0 0.0
C -4.429940 3.087719 -2.196878 0.0 0.0 0.0
N -3.780261 1.854794 -2.646071 -0.1 0.0 0.0
C -4.140377 1.262392 -3.957210 0.0 0.0 0.0
C -3.281875 -0.014985 -4.022256 0.0 0.0 0.0
N -2.465196 0.106989 -2.792794 0.0 0.0 0.0
C -2.830226 1.160392 -2.073369 0.1 0.1 0.1
S -2.135797 1.681529 -0.535817 0.3 -0.2 0.1
H -5.505330 2.923562 -2.148207 0.0 0.0 0.0
H -4.223706 3.881974 -2.913201 0.0 0.0 0.0
H -4.058151 3.381354 -1.219663 0.0 0.0 0.0
H -3.906844 1.977021 -4.745547 0.0 0.0 0.0
H -5.209440 1.059237 -3.978810 0.0 0.0 0.0
H -2.641883 -0.040354 -4.900455 0.0 0.0 0.0
H -3.878188 -0.924341 -3.990411 0.0 0.0 0.0
H -1.745318 -0.540170 -2.526264 0.0 0.0 0.0

***

No. 2
79
Properties=species:S:1:pos:R:3:forces:R:3 method="wB97M-V/def2-TZVPD" mol_weight_da=593.720 smiles="CCOCCP(CCC(N)=O)COC.CCOS(C)(=O)=O.CCOS(C)(=O)=O.CCOS(C)(=O)=O" homo_ev=-8.05 gap_ev=8.41 total_charge=0
C 2.406639 -2.696272 0.535219 -0.3 -0.2 -0.1
C 1.805831 -2.634266 -0.863894 -0.3 0.4 0.1
O 2.632774 -1.879511 -1.730994 -0.3 0.2 0.2
C 2.091260 -1.749060 -3.032490 0.8 -0.4 -0.2
C 2.657073 -0.491484 -3.692409 -0.6 -0.6 0.4
P 1.546477 0.986816 -3.847260 0.4 0.6 -1.1
C -0.135964 0.591234 -3.185667 0.3 -0.3 0.8
C -0.300041 0.511774 -1.646804 -0.4 -0.1 -1.1
C -1.251949 -0.533765 -1.103034 -0.4 0.0 1.3
N -1.710577 -1.573125 -1.913931 1.1 0.0 0.6
O -1.597620 -0.466670 0.076025 -0.1 -0.1 -1.3
C 2.247209 2.187051 -2.609731 0.0 -0.1 0.3
O 3.657037 2.062988 -2.568347 -0.2 -0.1 -0.1
C 4.230663 2.848544 -1.535175 -0.1 0.1 0.0
H 1.668587 -2.361866 1.260633 0.0 -0.1 0.2
H 2.689045 -3.716719 0.776842 0.2 0.0 0.2
H 3.263510 -2.036900 0.633970 0.1 0.0 -0.2
H 1.600509 -3.626878 -1.277019 0.2 -0.1 0.0
H 0.831945 -2.129153 -0.802053 0.0 0.0 -0.1
H 0.999976 -1.794358 -3.008996 -0.1 0.2 0.1
H 2.414867 -2.618827 -3.616634 -0.1 -0.1 0.0
H 2.947942 -0.749645 -4.707421 0.0 0.1 -0.1
H 3.568954 -0.246347 -3.152947 0.0 0.3 0.0
H -0.466001 -0.342601 -3.635164 0.1 0.0 -0.3
H -0.793197 1.348774 -3.606015 -0.1 0.1 0.0
H -0.681088 1.467016 -1.295413 0.2 0.1 0.3
H 0.673498 0.327794 -1.192912 0.0 -0.1 0.3
H -0.943691 -1.902008 -2.492301 -0.3 0.1 -0.4
H -1.944731 -2.343663 -1.296863 -0.4 0.0 -0.1
H 1.843398 2.050002 -1.600896 -0.1 0.0 0.0
H 1.979613 3.190445 -2.941799 -0.2 0.1 0.0
H 5.019435 3.463060 -1.963456 0.2 0.0 0.1
H 3.500128 3.518357 -1.079507 -0.1 0.1 -0.1
H 4.617779 2.205634 -0.744675 0.2 -0.1 0.0
C -4.312321 -8.519108 -0.054353 0.1 0.1 0.2
C -4.262002 -7.253557 -0.886478 0.0 -0.5 -0.3
O -4.266378 -6.056609 -0.078511 0.0 0.1 0.0
S -2.917175 -5.658721 0.662961 -0.4 0.3 0.0
C -3.392103 -4.029600 1.132591 0.0 0.0 0.0
O -1.864877 -5.589408 -0.307156 0.1 -0.1 0.0
O -2.774154 -6.454648 1.840302 0.2 -0.1 0.0
H -3.398720 -8.652110 0.522874 0.0 0.0 0.0
H -4.435067 -9.385863 -0.703986 0.0 0.0 -0.1
H -5.143376 -8.481988 0.649566 0.0 0.0 -0.1
H -3.395071 -7.244946 -1.548889 0.1 0.1 0.1
H -5.150199 -7.179386 -1.510482 0.0 0.2 0.1
H -3.536538 -3.428267 0.239475 0.0 0.0 0.0
H -2.584875 -3.623741 1.738604 0.0 0.0 0.0
H -4.307394 -4.087471 1.714919 0.0 0.0 0.0
C 0.611951 7.342640 1.049203 0.1 0.1 -0.2
C -0.232679 6.181587 0.565253 0.3 0.0 0.5
O -0.851994 6.439668 -0.715303 -0.1 0.0 -0.1
S 0.063978 6.353734 -2.010778 -0.4 0.1 0.1
C -1.230450 6.363978 -3.201784 -0.1 0.0 0.0
O 0.719697 5.079790 -2.019679 0.2 0.0 0.0
O 0.826383 7.554946 -2.136573 0.2 0.0 0.0
H 1.487512 7.487824 0.418324 0.0 0.0 0.0
H 0.952181 7.154219 2.067454 -0.1 0.0 0.0
H 0.037081 8.268331 1.031719 0.0 0.0 0.1
H 0.348314 5.259526 0.512023 0.0 0.0 -0.2
H -1.058944 6.006911 1.251049 -0.1 0.0 -0.2
H -1.825563 5.462910 -3.084164 0.0 0.0 0.0
H -0.760917 6.385972 -4.182638 0.1 0.0 0.0
H -1.833524 7.255265 -3.052678 0.0 0.0 0.0
C 1.262931 1.242251 6.799801 0.1 0.1 -0.2
C 0.448551 0.049221 6.339824 0.3 0.0 0.5
O -0.177700 0.263915 5.059526 -0.1 0.0 -0.1
S 0.743515 0.174391 3.759251 -0.4 0.0 0.1
C -0.535206 0.127502 2.556317 0.1 0.1 0.4
O 1.436791 -1.079645 3.783702 0.2 0.0 0.0
O 1.477679 1.396650 3.625091 0.2 -0.1 -0.1
H 2.132619 1.398103 6.163584 0.0 0.0 0.0
H 1.610441 1.084201 7.821141 -0.1 0.0 0.0
H 0.663049 2.151594 6.765219 0.0 0.0 0.1
H 1.054798 -0.857387 6.303880 0.0 0.0 -0.1
H -0.370934 -0.133496 7.032346 -0.1 0.0 -0.2
H -1.106499 -0.785407 2.681169 0.0 0.0 0.0
H -0.058199 0.145381 1.587177 0.1 0.0 -0.1
H -1.163903 1.004479 2.680223 0.0 0.0 0.0

***

No. 3
79
Properties=species:S:1:pos:R:3:forces:R:3 method="wB97M-V/def2-TZVPD" mol_weight_da=573.450 relative_energy_ev=3.443 homo_ev=-17.31 gap_ev=1.57 total_charge=+3
Al 1.973210 4.066180 -25.949710 0.1 0.3 -0.2
C -5.147530 6.479290 -26.370390 -0.3 -0.8 -1.2
C -4.375980 5.881280 -25.246260 -1.1 0.4 1.1
O -3.074590 5.392820 -25.615360 0.8 0.6 0.6
P -1.746160 5.980270 -24.965630 -0.1 -0.1 0.5
O -0.515570 5.477830 -25.657140 -0.7 0.3 0.8
O -1.866980 5.729410 -23.373480 0.0 0.1 -2.6
C -0.708580 5.927020 -22.544190 -0.7 -0.4 0.8
C -0.444640 7.375080 -22.210560 0.9 -0.5 0.4
O -1.976020 7.588500 -25.107890 0.3 -0.3 -0.5
C -1.268000 8.328810 -26.155710 0.9 -0.4 1.0
C -1.407550 9.833850 -26.048220 -0.7 -0.8 -0.3
H -5.004700 5.837220 -27.239560 0.2 0.1 -0.3
H -6.223570 6.398440 -26.216430 0.1 0.2 0.5
H -4.908100 7.500280 -26.667620 0.3 0.1 0.3
H -4.369230 6.528490 -24.369230 0.6 0.3 0.0
H -4.938670 5.045580 -24.830220 0.1 -0.7 -0.3
H -0.966180 5.443120 -21.602070 -0.3 0.0 0.0
H 0.143120 5.315790 -22.842670 0.0 0.4 -0.9
H -0.534170 8.165950 -22.955280 -0.3 -0.4 -0.3
H -1.032110 7.617590 -21.325020 0.3 0.4 -0.1
H 0.617190 7.265910 -21.989890 0.1 0.8 0.7
H -0.247140 7.971700 -26.019950 0.6 0.2 -0.2
H -1.553860 7.885940 -27.109780 -0.2 0.1 -0.3
H -2.240910 10.029070 -26.723140 -0.5 0.7 0.5
H -1.565260 10.135480 -25.012730 -0.3 0.1 -0.2
H -0.598930 10.438900 -26.458300 0.4 -0.6 0.0
C 5.394110 2.704780 -29.620880 1.9 -4.2 0.6
C 4.829650 3.870200 -30.146350 -2.3 2.7 -1.3
O 5.629200 4.931670 -29.670470 -0.4 3.2 3.0
P 5.295000 5.824060 -28.271400 -1.0 -2.0 -1.3
O 3.962010 5.555250 -27.558160 3.2 1.0 -1.8
O 6.630880 5.517010 -27.435520 -1.2 -0.3 -2.4
C 6.634270 5.879910 -26.102360 2.1 1.6 2.9
C 8.037070 6.484520 -25.739900 0.0 0.0 -1.3
O 5.548730 7.317450 -28.892020 -1.2 -2.1 1.4
C 6.775330 7.764880 -29.386450 -0.2 1.6 -0.6
C 6.968860 9.199890 -28.796310 0.6 -0.8 1.8
H 4.937580 1.894170 -30.188850 0.1 -0.5 0.2
H 6.459870 2.709260 -29.849430 0.1 -0.3 0.0
H 5.310200 2.524200 -28.549220 -0.4 0.4 0.0
H 4.898460 3.895150 -31.233890 0.2 0.1 -0.1
H 3.771510 3.972120 -29.905400 0.0 0.4 0.2
H 5.919190 6.688060 -25.948620 -0.4 -0.4 0.5
H 6.523970 5.038080 -25.418780 -0.7 -0.1 -0.4
H 8.224640 6.744600 -24.698130 -0.6 -0.1 0.0
H 8.875400 5.869520 -26.067110 -0.2 -0.5 0.1
H 8.165590 7.364280 -26.370450 -0.1 0.4 0.2
H 7.578880 7.028660 -29.366880 0.0 0.3 0.2
H 6.470210 8.063470 -30.389370 0.3 -0.2 -1.0
H 7.925510 9.706750 -28.922810 -0.2 -0.1 -1.1
H 6.069680 9.813270 -28.854030 0.3 0.0 -0.5
H 7.062540 8.940130 -27.741870 -0.2 0.0 0.7
C 5.067270 2.172300 -22.621540 -1.1 0.1 0.4
C 6.175270 2.987950 -23.172030 0.7 0.0 2.6
O 6.755220 2.380850 -24.245380 0.4 -1.1 -4.5
P 5.934060 2.089330 -25.619300 1.8 -0.5 1.0
O 4.629550 2.794600 -25.579810 0.0 -0.5 -0.8
O 6.900410 2.786890 -26.804770 -3.2 -2.1 1.9
C 8.249890 2.496560 -26.854360 2.8 0.2 -1.2
C 8.731060 1.104300 -27.382240 -1.1 -0.1 1.0
O 6.027500 0.428410 -25.687070 0.4 4.9 1.1
C 5.448990 -0.099720 -26.835470 -0.2 -2.7 -2.0
C 4.102480 -0.667710 -26.553750 -2.0 0.2 0.4
H 4.603480 2.662800 -21.765730 0.1 -0.1 0.1
H 4.288280 1.990700 -23.362010 -0.2 0.1 -0.1
H 5.433350 1.189420 -22.324830 0.1 0.0 0.1
H 6.108010 4.073920 -23.237210 -0.6 0.1 -0.5
H 7.005010 2.864150 -22.476110 0.2 0.4 0.8
H 8.610510 3.210240 -27.595110 0.2 0.2 0.3
H 8.722270 2.675280 -25.888440 0.0 0.1 0.2
H 9.755580 1.140230 -27.752600 -0.2 0.3 -0.1
H 8.705380 0.399370 -26.551270 0.0 -0.2 -0.1
H 8.007110 0.777530 -28.128710 0.3 -0.1 -0.3
H 5.506230 0.534790 -27.719910 -0.2 0.4 0.2
H 6.059570 -0.970400 -27.074660 0.3 0.1 -0.2
H 3.558080 -1.144650 -27.368770 0.8 -0.3 -0.4
H 4.110930 -1.376830 -25.725990 0.3 0.0 0.0
H 3.367350 0.093850 -26.293530 0.1 0.5 0.4